Run P
A single C6H11N molecule, computed with the ωB97M-V functional and the def2-TZVPD basis.

The SMILES is C=N[C@@H](C)C(=C)C. As for the spin multiplicity: 1.

Geometry as XYZ:
```
18
C6H11N the ωB97M-V functional and the def2-TZVPD basis
C 0.604 2.389 1.231
N 0.941 1.209 0.937
C -0.120 0.197 0.566
C -1.439 0.829 0.138
C 0.423 -0.886 -0.536
C 0.413 -0.671 -1.827
C 0.606 -2.298 -0.022
H 1.346 2.999 1.623
H -0.363 2.875 1.108
H -0.202 -0.556 1.390
H -2.156 0.132 -0.304
H -1.380 1.527 -0.620
H -1.990 1.295 0.930
H 0.762 -1.314 -2.591
H 0.426 0.247 -2.463
H 1.289 -2.802 -0.678
H -0.230 -2.941 0.223
H 1.068 -2.230 0.895
```

---

Run Q
A single C6H11N molecule, computed with the ωB97M-V functional and the def2-TZVPD basis.

The SMILES is [H]/N=C1\C[C@@H]1C(C)C. As for the spin multiplicity: 1.

Geometry as XYZ:
```
18
C6H11N the ωB97M-V functional and the def2-TZVPD basis
H 1.214 -2.846 -0.919
N 1.345 -1.907 -1.301
C 1.065 -1.262 -0.258
C 0.628 -1.481 1.123
C 0.815 -0.071 0.529
C -0.373 0.835 0.288
C 0.072 1.976 -0.621
C -1.599 0.122 -0.286
H 1.347 -1.830 1.855
H -0.386 -1.836 1.282
H 1.704 0.432 0.900
H -0.638 1.234 1.275
H 0.961 2.474 -0.217
H -0.720 2.722 -0.730
H 0.325 1.588 -1.615
H -2.411 0.844 -0.420
H -1.972 -0.667 0.377
H -1.378 -0.326 -1.262
```

---

Top of the stability list: run Q, leading by 21.0 kcal/mol.

---

Run P
2 unconnected molecules or ions with the total composition C6H11N, computed with the ωB97M-V functional and the def2-TZVPD basis.

The SMILES is CC=C=N.C=CC. As for the spin multiplicity: 1.

Geometry as XYZ:
```
18
C6H11N the ωB97M-V functional and the def2-TZVPD basis
C 3.407 0.164 0.895
C 2.193 -0.557 1.419
C 1.000 -0.025 1.545
N -0.115 0.458 1.734
H 3.860 -0.364 0.048
H 3.158 1.178 0.570
H 4.168 0.243 1.680
H 2.294 -1.580 1.769
H -0.735 0.286 0.937
C -0.839 -0.441 -1.397
C -1.807 0.451 -1.191
C -3.259 0.133 -0.991
H -1.031 -1.512 -1.384
H 0.185 -0.129 -1.591
H -1.551 1.511 -1.192
H -3.651 0.574 -0.067
H -3.838 0.558 -1.819
H -3.439 -0.947 -0.966
```

---

Run Q
A single C6H11N molecule, computed with the ωB97M-V functional and the def2-TZVPD basis.

As for the spin multiplicity: 1.

Geometry as XYZ:
```
18
C6H11N the ωB97M-V functional and the def2-TZVPD basis
C 1.222 0.454 -1.563
C 1.205 -0.583 -0.427
C 1.031 0.083 0.990
C -0.344 0.132 1.530
C -1.408 0.715 0.844
N -1.778 0.632 -0.522
C -2.114 -0.592 -0.073
H 1.197 -0.083 -2.491
H 2.038 1.175 -1.521
H 0.267 0.981 -1.500
H 0.524 -1.345 -0.784
H 2.166 -1.063 -0.542
H 1.827 -0.351 1.579
H 1.354 1.077 0.707
H -0.559 -0.392 2.456
H -2.022 1.477 1.336
H -3.173 -0.875 0.024
H -1.433 -1.442 -0.041
```

---

Top of the stability list: run P, leading by 91.3 kcal/mol.

---

Run P
2 unconnected molecules or ions with the total composition C5H13NOSi, computed with the ωB97M-V functional and the def2-TZVPD basis.

As for the spin multiplicity: 3.

Geometry as XYZ:
```
21
C5H13NOSi the ωB97M-V functional and the def2-TZVPD basis
C -2.015 -1.467 -0.315
C 0.794 0.331 -1.576
C -0.957 -1.203 0.689
C -0.641 0.248 0.900
C 0.838 1.028 -0.306
N -1.657 1.097 0.587
O -1.649 2.268 1.062
Si 2.396 0.731 0.666
H -1.715 -1.168 -1.380
H -2.225 -2.509 -0.494
H -2.988 -1.078 -0.088
H 1.258 -0.669 -1.696
H -0.129 0.241 -2.143
H 1.443 0.879 -2.233
H -0.174 -1.836 0.536
H -1.448 -1.460 1.679
H -0.062 0.512 1.826
H 0.423 1.997 -0.341
H 2.412 2.037 1.557
H 3.480 0.602 -0.372
H 2.616 -0.581 1.443
```

---

Run Q
2 unconnected molecules or ions with the total composition C5H13NOSi, computed with the ωB97M-V functional and the def2-TZVPD basis.

As for the spin multiplicity: 3.

Geometry as XYZ:
```
21
C5H13NOSi the ωB97M-V functional and the def2-TZVPD basis
C 1.679 0.374 -0.879
C 0.840 -0.031 1.448
C 0.681 -1.842 -0.267
C -0.710 0.208 -0.505
C 0.599 -0.329 -0.031
N -2.436 -1.196 0.330
O -3.484 -0.753 0.075
Si -1.525 1.823 -0.048
H 1.608 0.074 -1.923
H 2.670 0.113 -0.510
H 1.561 1.455 -0.821
H 0.971 1.035 1.609
H -0.009 -0.373 2.036
H 1.733 -0.543 1.798
H -0.027 -2.355 0.379
H 1.684 -2.204 -0.049
H 0.444 -2.088 -1.300
H -0.973 -0.158 -1.495
H -1.392 2.792 -1.151
H -2.960 1.589 0.139
H -0.951 2.408 1.164
```

---

Top of the stability list: run Q, leading by 39.1 kcal/mol.

---

Run P
A molecular structure, C26H25N5O2V, computed with the ωB97M-V functional and the def2-TZVPD basis.

The charge is +1. As for the spin multiplicity: 3.

Geometry as XYZ:
```
59
C26H25N5O2V the ωB97M-V functional and the def2-TZVPD basis
V 0.144 -0.165 -0.102
O -1.452 2.808 -2.339
C -0.786 2.081 -1.659
N -0.966 0.703 -1.433
C -1.912 -0.072 -2.126
O -2.677 0.290 -2.973
C -1.860 -1.537 -1.699
C -2.698 -2.460 -2.287
C -2.609 -3.782 -1.879
C -1.688 -4.130 -0.905
C -0.886 -3.142 -0.363
N -0.971 -1.867 -0.748
C 0.418 2.619 -0.888
C 0.892 3.891 -1.127
C 1.985 4.328 -0.394
C 2.554 3.484 0.548
C 2.025 2.217 0.714
N 0.985 1.787 -0.003
H -3.394 -2.122 -3.042
H -3.254 -4.534 -2.316
H -1.589 -5.148 -0.558
H -0.163 -3.367 0.411
H 0.391 4.506 -1.861
H 2.386 5.321 -0.549
H 3.395 3.796 1.151
H 2.422 1.526 1.447
C -4.051 1.522 3.155
N -3.382 1.697 1.883
C -3.726 0.669 0.929
C -1.953 1.946 1.998
C -1.127 0.823 2.602
C -1.072 0.738 3.990
C -0.413 -0.297 4.640
C 0.209 -1.282 3.896
C 0.183 -1.198 2.505
C -0.467 -0.154 1.834
H -5.130 1.535 3.000
H -3.800 2.350 3.820
H -3.798 0.583 3.673
H -4.810 0.568 0.880
H -3.308 -0.324 1.167
H -3.385 0.968 -0.061
H -1.828 2.836 2.622
H -1.578 2.198 1.001
H -1.556 1.508 4.579
H -0.394 -0.333 5.721
H 0.705 -2.109 4.387
H 0.669 -2.004 1.954
C 4.275 -2.281 -1.471
C 3.291 -1.893 -2.366
C 2.164 -1.266 -1.877
N 1.976 -1.037 -0.567
C 2.938 -1.402 0.294
C 4.098 -2.026 -0.122
H 5.171 -2.777 -1.822
H 3.388 -2.063 -3.429
H 1.372 -0.945 -2.545
H 2.749 -1.188 1.338
H 4.842 -2.305 0.611
```

---

Run Q
A molecular structure, C26H25N5O2V, computed with the ωB97M-V functional and the def2-TZVPD basis.

The charge is +1. As for the spin multiplicity: 3.

Geometry as XYZ:
```
59
C26H25N5O2V the ωB97M-V functional and the def2-TZVPD basis
V -0.501 0.761 0.029
O -1.012 3.670 -2.545
C -0.956 3.116 -1.474
N -1.360 1.842 -1.178
C -2.368 1.196 -1.844
O -2.921 1.533 -2.861
C -2.812 0.029 -1.008
C -3.946 -0.702 -1.325
C -4.415 -1.648 -0.424
C -3.753 -1.785 0.791
C -2.615 -1.033 1.027
N -2.120 -0.166 0.139
C -0.420 3.800 -0.241
C 0.042 5.109 -0.321
C 0.469 5.737 0.836
C 0.403 5.035 2.030
C -0.079 3.733 2.015
N -0.477 3.122 0.908
H -4.443 -0.506 -2.262
H -5.291 -2.241 -0.633
H -4.117 -2.466 1.546
H -2.078 -1.114 1.971
H 0.054 5.597 -1.281
H 0.844 6.748 0.816
H 0.714 5.484 2.959
H -0.158 3.167 2.937
C 1.741 -4.475 0.790
N 0.715 -3.487 1.036
C -0.635 -3.992 1.001
C 0.888 -2.160 0.513
C 0.659 -1.861 -0.969
C 0.973 -2.780 -1.962
C 0.910 -2.427 -3.301
C 0.580 -1.131 -3.654
C 0.249 -0.216 -2.665
C 0.228 -0.574 -1.322
H 1.906 -5.046 1.708
H 2.675 -3.993 0.510
H 1.467 -5.180 -0.001
H -0.633 -5.026 1.336
H -1.081 -3.934 -0.001
H -1.256 -3.415 1.690
H 1.917 -1.852 0.745
H 0.205 -1.503 1.082
H 1.269 -3.785 -1.706
H 1.142 -3.156 -4.062
H 0.565 -0.828 -4.690
H -0.007 0.795 -2.975
C 3.729 1.129 1.919
C 2.666 0.713 2.710
C 1.402 0.659 2.153
N 1.153 0.993 0.884
C 2.166 1.449 0.137
C 3.463 1.518 0.609
H 4.734 1.145 2.311
H 2.807 0.437 3.743
H 0.542 0.352 2.745
H 1.929 1.739 -0.886
H 4.250 1.872 -0.038
```

---

Top of the stability list: run P, leading by 62.8 kcal/mol.

---

Run P
A single C4H9N3 molecule, computed with the ωB97M-V functional and the def2-TZVPD basis.

The SMILES is [H]/N=C(/C=C\N)NC. As for the spin multiplicity: 1.

Geometry as XYZ:
```
16
C4H9N3 the ωB97M-V functional and the def2-TZVPD basis
H -3.000 0.176 0.416
N -2.375 0.976 0.349
C -1.139 0.598 0.282
C -0.055 1.501 0.591
C 1.205 1.127 0.163
N 1.554 0.913 -1.124
N -0.798 -0.775 0.370
C 0.092 -1.800 -0.114
H -0.230 2.394 1.177
H 2.061 1.520 0.721
H 0.839 0.448 -1.678
H 2.518 0.656 -1.310
H -1.554 -1.261 0.850
H 0.965 -1.533 -0.708
H 0.393 -2.421 0.736
H -0.474 -2.518 -0.721
```

---

Run Q
A single C4H9N3 molecule, computed with the ωB97M-V functional and the def2-TZVPD basis.

The SMILES is [H]/N=C\N(C)N1CC1. As for the spin multiplicity: 1.

Geometry as XYZ:
```
16
C4H9N3 the ωB97M-V functional and the def2-TZVPD basis
H 1.355 -1.792 0.555
N 2.106 -1.406 0.088
C 1.798 -0.161 -0.099
N 0.484 0.386 -0.316
C 0.279 1.797 0.165
N -0.388 -0.213 0.559
C -0.886 -1.485 -0.045
C -1.724 -0.262 -0.177
H 2.510 0.694 -0.500
H 1.165 2.518 -0.013
H -0.492 2.289 -0.496
H 0.017 1.803 1.296
H -0.411 -1.670 -1.009
H -1.311 -2.336 0.592
H -2.575 -0.315 0.457
H -1.925 0.153 -1.058
```

---

Top of the stability list: run P, leading by 36.7 kcal/mol.